# 1
The following is a quantum chemistry calculation of a cluster of 2 separate species, C3H8O3 in total, from OMol25.

Geometry (Å):
1 H 2.058 -0.330 -0.970
2 H -2.655 2.261 0.463
3 H 0.642 0.552 -1.491
4 O 0.927 -1.947 0.569
5 O -0.340 -2.147 -1.312
6 H 1.326 0.115 1.408
7 H -3.308 0.984 -0.027
8 C 0.897 0.663 0.641
9 C 0.992 -0.126 -0.685
10 H 1.622 1.462 0.514
11 C 0.455 -1.479 -0.668
12 O -2.776 1.741 -0.251
13 H -0.111 0.920 1.060
14 H 0.272 -2.668 0.750

Values from the calculation:
SMILES ... CCC(=O)O.O
Energy above the lowest of the compared OMol25 structures with the same formula, charge and spin ... 111.2 kJ/mol
Total charge ... 0
Highest occupied orbital energy ... -10.56 eV
2S+1 ... 1

These are the natural (NBO) partial charges, in e, on atoms 1 to 8:
1 H 0.242
2 H 0.462
3 H 0.238
4 O -0.721
5 O -0.573
6 H 0.220
7 H 0.473
8 C -0.593

***

# 2
The following is a quantum chemistry calculation of a structure of composition C53H61N5O6S, from OMol25.

Geometry (Å):
1 C -0.262 2.999 0.967
2 H 3.256 -3.975 -0.742
3 C 0.825 2.780 -7.470
4 N 0.893 -0.645 0.269
5 C -1.312 -1.801 4.371
6 C -0.858 -3.617 2.810
7 C -0.961 -1.938 -2.445
8 N 0.119 -1.363 2.290
9 C 3.908 -2.528 -2.908
10 C 0.820 -0.911 -1.163
11 C 0.073 -4.417 1.847
12 C -2.534 0.334 -2.992
13 C 1.489 -4.504 2.415
14 H 3.544 -0.004 -0.657
15 H -2.927 1.292 -3.370
16 H -4.119 -3.690 0.917
17 C 2.147 3.390 -3.428
18 C -0.700 -2.237 3.155
19 H 3.519 1.768 -3.795
20 N -0.439 7.857 -1.710
21 C -1.082 1.801 -1.700
22 H -0.530 -3.916 -3.218
23 N 1.176 3.408 -0.705
24 S 2.564 3.383 -1.681
25 H -1.132 1.653 4.500
26 H 0.496 -4.489 -0.280
27 O 0.937 2.079 2.630
28 O -0.871 3.284 3.147
29 C -0.229 0.920 -3.767
30 H 0.743 1.293 -3.431
31 H -2.597 -0.399 -3.813
32 C -1.221 5.443 1.031
33 C -0.226 -0.705 1.108
34 H 5.004 -2.435 -2.864
35 C 3.301 -1.978 -1.599
36 C -2.580 -0.031 5.693
37 H 1.944 -3.524 2.557
38 H -1.728 7.507 0.658
39 H 0.311 4.934 -5.847
40 H 2.057 -1.565 3.233
41 O 3.056 2.069 -1.355
42 H -2.798 -0.586 6.613
43 C -2.080 -2.701 5.119
44 H 3.687 -3.588 -3.077
45 C 2.268 2.174 -5.509
46 H -3.184 -4.555 5.121
47 H -2.018 -2.004 -2.747
48 H -1.882 1.918 -0.946
49 H 1.825 -3.848 -2.611
50 N -0.071 2.781 2.315
51 C -0.145 -3.039 -2.703
52 H -2.209 -5.294 3.004
53 H 5.048 -0.797 -1.177
54 H 3.934 -0.058 -2.350
55 H 1.646 2.743 -8.198
56 H 0.109 3.552 -7.776
57 C 1.192 -3.000 -2.335
58 C -2.983 -1.875 0.711
59 C -1.224 -0.427 5.075
60 H -2.424 -2.421 6.115
61 C 0.959 4.193 -5.368
62 H -0.077 1.748 -1.025
63 C 3.708 -2.996 -0.530
64 H 2.129 -5.080 1.735
65 H -0.404 -6.432 2.586
66 C 3.988 -0.635 -1.421
67 C -1.351 0.012 0.835
68 C -0.277 6.793 -0.783
69 C 1.750 -1.898 -1.685
70 H 1.466 -5.006 3.390
71 H 2.592 1.293 -6.065
72 C -1.881 -4.346 3.422
73 C -2.465 -3.923 4.604
74 H 3.000 -0.792 0.840
75 H -0.429 -1.202 6.956
76 H -1.071 2.708 -2.329
77 H -1.860 5.284 1.903
78 C -3.482 -0.111 2.275
79 H -2.566 1.037 5.951
80 C 1.974 -0.907 1.132
81 H -0.682 1.730 -4.358
82 H -1.377 0.541 3.166
83 C -1.088 0.556 -2.552
84 C 1.356 3.064 -6.093
85 C 1.516 -1.306 2.335
86 C -4.460 -0.930 2.854
87 H -3.392 -0.194 4.973
88 H -1.403 -5.898 1.197
89 H 0.206 0.692 3.930
90 C -0.432 -0.747 -1.921
91 H -2.414 -2.211 -0.170
92 H 1.308 1.595 0.443
93 C 0.060 -3.805 0.462
94 H -0.097 0.519 6.649
95 H -5.470 -2.841 2.853
96 H 0.632 -2.887 0.402
97 C -1.131 6.656 0.349
98 H -0.031 0.062 -4.424
99 C -0.476 4.363 0.541
100 O -1.312 8.731 -1.534
101 H 0.277 -6.380 0.957
102 C -0.403 -5.864 1.648
103 C 0.642 5.792 -1.118
104 C 0.584 2.271 0.013
105 H -3.322 0.922 2.602
106 C -3.957 -2.682 1.295
107 H 1.406 5.962 -1.850
108 H 0.809 -0.732 5.769
109 H -0.969 -3.584 0.149
110 H 0.317 1.805 -7.500
111 C 0.465 4.581 -0.487
112 O 3.289 4.570 -1.346
113 C 1.356 4.365 -4.046
114 H 3.391 -2.703 0.473
115 H 4.803 -3.116 -0.524
116 C -0.860 0.667 4.117
117 C -4.713 -2.218 2.377
118 H -5.035 -0.538 3.690
119 H -1.353 0.475 -0.134
120 H -3.172 0.013 -2.153
121 C -0.172 -0.471 6.183
122 H 1.060 5.254 -3.508
123 C -2.626 -0.622 1.278
124 O 0.306 7.858 -2.717
125 H 3.559 -1.949 -3.772
126 C 2.742 2.393 -4.220

Values from the calculation:
Total charge ... 0
Highest occupied orbital energy ... -7.15 eV
2S+1 ... 1

These are the Löwdin partial charges, in e, on atoms 1 to 8:
1 C -0.104
2 H 0.086
3 C -0.043
4 N 0.027
5 C -0.067
6 C -0.073
7 C -0.070
8 N 0.058

***

# 3
The following is a quantum chemistry calculation of the molecule C19H15ClF3N5OS, from OMol25.

Geometry (Å):
1 C -1.687 -1.387 -2.546
2 H -2.431 0.695 -2.190
3 C 2.385 3.001 0.460
4 N -3.837 0.243 -0.457
5 C -0.648 -0.981 0.861
6 C -1.903 -0.569 4.950
7 C -2.644 -0.200 -0.487
8 C 0.174 -0.761 -0.454
9 F 5.656 0.837 -2.157
10 O -0.451 2.068 -2.558
11 S -3.496 -0.614 5.577
12 N -1.806 -0.527 3.622
13 N -0.536 0.234 -1.266
14 H -1.329 -1.022 -3.582
15 H -1.003 -0.460 5.632
16 C -1.882 -0.118 -1.695
17 H 0.199 2.834 0.108
18 C -3.023 -0.412 2.955
19 C 3.843 1.679 -0.763
20 Cl 2.851 -0.065 -2.821
21 C 2.660 1.231 -1.608
22 H -0.349 -2.979 -2.885
23 C 0.433 -2.127 -1.154
24 C 5.135 0.839 -0.859
25 C -4.033 -0.469 3.888
26 H -0.123 -0.318 1.543
27 C -0.855 -2.482 -1.971
28 C 0.139 1.259 -1.885
29 H 1.182 -0.514 -0.056
30 C 3.704 2.594 0.220
31 N -4.186 0.226 0.895
32 C 1.412 1.700 -1.269
33 H -5.021 -0.368 3.568
34 C 1.221 2.554 -0.197
35 N -2.093 -0.680 0.751
36 H -0.676 -1.970 1.177
37 H 0.834 -2.894 -0.432
38 H -2.651 -1.882 -2.686
39 H 4.533 2.808 0.889
40 H 2.370 3.650 1.278
41 H -1.337 -3.323 -1.415
42 F 4.906 -0.479 -0.439
43 H 1.240 -2.050 -1.942
44 F 6.189 1.370 -0.159
45 C -3.066 -0.172 1.559

Values from the calculation:
SMILES ... O=C(c1cccc(C(F)(F)F)c1Cl)N1[C@@H]2CCC[C@H]1c1nnc(-c3cscn3)n1C2
Energy above the lowest of the compared OMol25 structures with the same formula, charge and spin ... 493.9 kJ/mol
Total charge ... 0
Highest occupied orbital energy ... -8.82 eV
2S+1 ... 1

These are the natural (NBO) partial charges, in e, on atoms 1 to 8:
1 C -0.415
2 H 0.292
3 C -0.190
4 N -0.262
5 C -0.216
6 C -0.161
7 C 0.329
8 C -0.046

***

# 4
The following is a quantum chemistry calculation of a structure of composition C27H51BCl9F8NNbO5, from OMol25.

Geometry (Å):
1 H 0.025 -1.118 3.403
2 O -0.868 -1.178 2.956
3 F -10.922 3.916 -1.799
4 Cl 8.037 3.635 4.886
5 C 5.520 -1.598 -3.226
6 H -4.167 -4.283 3.478
7 C 6.779 2.364 2.505
8 Cl -3.430 0.148 1.777
9 H -6.355 -3.265 1.340
10 Cl -10.497 -1.631 -4.813
11 H 10.688 -0.534 1.442
12 H -0.642 -3.349 -0.930
13 F -9.879 2.149 -3.014
14 H 7.892 0.125 -0.048
15 C 1.677 -2.049 -1.692
16 H 6.444 0.460 -2.697
17 H -3.389 -0.091 -2.473
18 H 7.605 2.287 3.217
19 H 0.163 -2.053 -3.387
20 H 0.138 -0.499 -2.337
21 C 2.815 -2.075 -2.919
22 Cl -7.203 0.370 4.803
23 Cl -13.100 -2.941 -4.718
24 H 8.061 -2.325 -2.119
25 H 6.731 4.177 6.777
26 H 8.205 3.265 7.212
27 H -6.685 2.627 4.338
28 C 10.632 1.792 1.319
29 O 0.550 -2.440 1.280
30 Cl 7.437 2.656 0.890
31 H -5.866 -2.444 3.010
32 H -7.360 2.182 -2.622
33 C -11.664 1.593 -1.199
34 F -11.535 0.145 -1.555
35 H 11.966 4.750 0.788
36 C 4.328 -2.424 -2.397
37 F -12.842 2.081 -2.007
38 C 7.379 3.343 6.500
39 H -2.055 1.382 -0.612
40 H 1.719 -3.101 -1.171
41 C 10.115 0.078 -0.792
42 C -6.182 1.670 4.176
43 H 8.614 -0.634 -2.892
44 H -4.145 -1.770 -2.114
45 C -4.026 -2.966 1.626
46 H -6.150 2.490 -1.208
47 H 10.092 1.108 -1.371
48 O -1.327 0.671 -0.551
49 C 7.976 -1.156 -2.027
50 H 11.311 1.926 2.283
51 H 5.015 -0.905 -4.028
52 Nb -2.303 -1.172 -0.026
53 C -5.306 -0.120 -1.065
54 C 10.925 0.303 0.649
55 H -11.986 1.735 -0.069
56 C -8.068 1.393 -0.604
57 Cl 5.840 0.867 2.548
58 C 8.638 -0.618 -0.604
59 O -6.163 0.464 -2.156
60 C -3.335 -3.549 3.037
61 C -3.891 -0.724 -1.598
62 H -3.191 -2.717 3.850
63 C -12.201 -1.457 -4.377
64 H -5.240 0.744 -0.282
65 H -2.387 -4.208 2.835
66 H -5.803 -1.382 1.461
67 H -12.635 -0.638 -4.956
68 F -7.481 1.353 0.789
69 H 9.494 1.853 1.586
70 F -8.458 3.929 -0.702
71 H 10.639 4.117 2.077
72 H 4.517 -3.572 -2.629
73 H 5.905 -0.569 -1.194
74 H -5.948 -1.054 -0.687
75 F -9.760 2.623 0.861
76 H 6.166 -2.401 -3.807
77 H 2.050 -1.190 -0.966
78 H 4.496 -2.289 -1.238
79 Cl 6.440 1.845 6.543
80 H 10.803 -0.645 -1.423
81 H 10.086 4.754 0.349
82 H 0.297 -3.403 1.445
83 H 6.131 3.199 2.781
84 C 0.158 -1.660 -2.258
85 C -10.381 2.514 -1.639
86 C 6.421 -0.625 -2.251
87 O 11.070 2.831 0.357
88 H 12.081 0.281 0.411
89 H -1.803 -2.823 -2.325
90 H 2.750 -1.064 -3.523
91 N -3.375 -2.983 0.427
92 B -0.667 -1.656 1.555
93 H -12.275 -1.234 -3.310
94 Cl -4.615 1.699 4.994
95 C -6.854 1.677 -1.667
96 H -6.022 1.513 3.107
97 H 8.769 -1.561 0.074
98 F -8.714 0.063 -0.782
99 H 2.494 -2.945 -3.649
100 C 10.935 4.185 0.943
101 C -1.066 -2.394 -1.502
102 C -9.189 2.629 -0.525
103 C -5.613 -2.478 1.844

Values from the calculation:
Total charge ... -1
Highest occupied orbital energy ... -4.25 eV
2S+1 ... 1

These are the Löwdin partial charges, in e, on atoms 1 to 8:
1 H 0.082
2 O -0.105
3 F 0.000
4 Cl 0.588
5 C -0.211
6 H 0.076
7 C -1.077
8 Cl 0.015

***

# 5
The following is a quantum chemistry calculation of a cluster of 2 separate species, C4H8O3 in total, from OMol25.

Geometry (Å):
1 H 1.723 0.071 0.325
2 O 0.727 1.783 1.010
3 O -0.346 -0.307 2.563
4 H -2.353 -0.021 1.465
5 H -0.533 1.472 -1.201
6 C -0.771 -0.991 1.658
7 H -0.248 -1.856 1.230
8 H -0.545 -0.687 -2.456
9 C 0.425 -0.342 -2.079
10 C 0.228 0.713 -1.031
11 H 0.959 -1.212 -1.678
12 H 0.735 1.385 1.896
13 O -1.956 -0.822 1.078
14 C 0.927 0.786 0.099
15 H 0.994 0.030 -2.940

Values from the calculation:
SMILES ... C/C=C/O.O=CO
Energy above the lowest of the compared OMol25 structures with the same formula, charge and spin ... 142.6 kJ/mol
Total charge ... 0
Highest occupied orbital energy ... -8.83 eV
2S+1 ... 1

These are the natural (NBO) partial charges, in e, on atoms 1 to 8:
1 H 0.160
2 O -0.704
3 O -0.628
4 H 0.497
5 H 0.205
6 C 0.664
7 H 0.128
8 H 0.215

***

# 6
The following is a quantum chemistry calculation of a structure of composition C17H33AsAuNO2Si, from OMol25.

Geometry (Å):
1 H 1.464 4.620 -0.219
2 H 2.887 2.832 -0.944
3 H -4.033 0.648 -2.772
4 O -0.185 -1.588 -1.455
5 C -3.223 -0.668 0.029
6 H 2.273 -3.723 -0.880
7 C -0.235 -3.297 0.988
8 C -1.638 -4.184 -1.619
9 H -0.126 -4.340 1.286
10 H -2.454 -0.087 -3.113
11 O -0.692 3.741 -1.961
12 C 1.429 -4.096 -1.457
13 H 1.311 -5.164 -1.283
14 H 2.342 -0.594 -2.057
15 C 2.115 0.558 3.220
16 H 1.450 0.281 5.236
17 C -2.952 0.762 -2.645
18 As -0.168 -3.144 -0.931
19 C -3.438 2.352 -0.095
20 H 3.165 0.458 3.478
21 H -1.183 -2.901 1.343
22 C 0.450 4.330 0.059
23 N 2.458 0.829 -0.523
24 H -2.802 -1.560 -0.432
25 H -2.639 1.669 -3.162
26 C 0.414 0.906 1.552
27 C 3.072 1.846 -1.363
28 H 1.606 -3.909 -2.515
29 H 3.831 -0.689 -1.072
30 H 2.252 -1.244 -0.433
31 H -0.173 5.227 0.096
32 Au -0.151 1.182 -0.471
33 H -2.570 -3.773 -1.234
34 Si -2.525 0.868 -0.816
35 H 0.575 -2.699 1.404
36 H -1.634 -4.104 -2.705
37 H -4.517 2.228 -0.218
38 H -3.143 3.267 -0.607
39 H -1.597 0.906 2.304
40 H -3.235 2.482 0.968
41 H 2.636 1.808 -2.360
42 H 3.640 0.175 1.088
43 H -2.989 -0.687 1.094
44 H -0.949 0.513 4.643
45 H -1.542 -5.227 -1.321
46 C -0.188 0.585 3.876
47 H 3.364 1.901 1.037
48 C -0.549 0.807 2.555
49 C 1.154 0.458 4.210
50 C 2.746 -0.497 -1.051
51 H -4.311 -0.702 -0.082
52 H 0.480 3.832 1.024
53 C -0.069 3.385 -1.006
54 C 1.757 0.784 1.889
55 H 4.161 1.705 -1.452
56 C 2.876 0.935 0.877

Values from the calculation:
Total charge ... 0
Highest occupied orbital energy (spin up / spin down) ... -5.85 / -7.98 eV
2S+1 ... 3

These are the natural (NBO) partial charges, in e, on atoms 1 to 8:
1 H 0.235
2 H 0.199
3 H 0.221
4 O -1.159
5 C -1.122
6 H 0.243
7 C -1.007
8 C -1.003

***

# 7
The following is a quantum chemistry calculation of a cluster of 2 separate species, C3H12NSi in total, from OMol25.

Geometry (Å):
1 H 1.359 -1.475 -0.388
2 H 2.001 -1.029 1.244
3 H 4.016 0.014 0.160
4 C 1.936 -0.772 0.197
5 N -1.656 0.450 0.262
6 H -2.989 -1.188 -1.302
7 Si -3.382 -0.335 -0.190
8 C 3.140 -0.152 -0.445
9 H -4.122 0.877 -0.509
10 H -1.673 0.883 1.188
11 H -1.413 1.189 -0.402
12 H -0.883 -0.223 0.266
13 H -3.689 -0.985 1.076
14 H 3.361 -0.416 -1.467
15 H 1.970 1.419 0.602
16 C 1.926 0.680 -0.184
17 H 1.334 0.988 -1.037

Values from the calculation:
Energy above the lowest of the compared OMol25 structures with the same formula, charge and spin ... 122.2 kJ/mol
Total charge ... +1
Highest occupied orbital energy ... -13.99 eV
2S+1 ... 1

These are the natural (NBO) partial charges, in e, on atoms 1 to 8:
1 H 0.205
2 H 0.223
3 H 0.231
4 C -0.453
5 N -1.020
6 H -0.118
7 Si 1.026
8 C -0.394

***

# 8
The following is a quantum chemistry calculation of a structure of composition C19H41IrNO4P2Si, from OMol25.

Geometry (Å):
1 O -1.664 0.585 2.486
2 O -1.501 -1.568 3.813
3 H -1.364 0.098 5.060
4 H -5.806 1.892 -0.186
5 H 4.760 -0.902 0.249
6 C -0.872 -0.874 4.933
7 H -1.092 0.258 -4.494
8 H 2.500 -2.414 0.955
9 H -2.754 -1.388 -2.392
10 H -3.328 2.001 0.215
11 H -1.764 1.729 -3.741
12 C -1.156 2.801 3.100
13 C 2.883 0.073 0.093
14 H 2.647 -2.233 -2.810
15 H 2.621 0.442 2.181
16 H -0.793 1.923 1.146
17 C 1.992 -2.767 1.860
18 C -2.875 0.323 -1.055
19 H 0.018 -3.282 2.490
20 H 0.295 1.353 2.439
21 C 0.622 -0.739 4.847
22 P -1.499 -1.038 2.266
23 C -5.660 0.181 -1.505
24 C 2.870 0.986 1.259
25 H 4.816 0.667 -0.582
26 H 2.159 1.809 1.143
27 C 4.222 -0.251 -0.466
28 H -5.220 -1.512 -2.781
29 H -0.129 3.540 -2.255
30 C 0.790 3.103 -2.662
31 H 4.160 -0.759 -1.434
32 H 2.886 0.871 -3.300
33 H 2.274 -3.808 2.021
34 H 1.077 1.343 -0.360
35 H -2.211 3.049 2.953
36 O 1.893 -0.680 -0.216
37 H 0.170 -3.047 0.726
38 H 0.972 -0.404 5.831
39 C -4.802 -0.745 -2.129
40 H -1.002 2.530 4.154
41 H 2.346 -2.179 2.715
42 C 2.003 0.806 -3.950
43 C 0.501 -2.683 1.709
44 H 1.714 -3.769 -2.883
45 C -3.436 -0.682 -1.918
46 H -0.620 -2.820 -1.306
47 P 0.518 1.347 -3.046
48 C 1.898 -2.853 -2.298
49 H 1.116 -1.695 4.635
50 H -0.337 -1.904 -3.552
51 C -0.871 1.295 -4.210
52 H -0.622 1.873 -5.112
53 Si 0.250 -1.963 -2.176
54 H -0.555 3.688 2.877
55 H -1.125 -1.497 5.794
56 H 2.148 1.460 -4.820
57 O 0.085 -1.287 1.838
58 H 0.938 0.015 4.114
59 C -0.731 1.663 2.210
60 N -1.565 0.425 -0.829
61 Ir 0.198 0.156 -1.197
62 H 1.085 3.650 -3.567
63 H 2.247 -3.131 -1.292
64 C -5.137 1.174 -0.660
65 C -3.775 1.248 -0.429
66 H 1.888 -0.231 -4.291
67 H 3.864 1.438 1.377
68 H -6.736 0.127 -1.679
69 H 1.580 3.183 -1.908

Values from the calculation:
Total charge ... 0
Highest occupied orbital energy (spin up / spin down) ... -4.24 / -6.93 eV
2S+1 ... 6

These are the natural (NBO) partial charges, in e, on atoms 1 to 8:
1 O -0.782
2 O -0.815
3 H 0.196
4 H 0.207
5 H 0.183
6 C -0.059
7 H 0.259
8 H 0.266